1.
Formula: C6H10O
Source: the OMol25 dataset
Level of theory: ωB97M-V/def2-TZVPD

```
17
Properties=species:S:1:pos:R:3:forces:R:3:nbo_charge:R:1
O 0.575 -0.522 -0.926 -1.30 0.50 -3.10 -0.579
C 1.199 -0.431 1.019 -1.30 0.13 1.49 -0.251
C 1.450 1.013 0.622 -0.19 -0.36 0.14 -0.480
C -0.821 0.956 -0.419 0.32 0.20 0.41 -0.477
C 0.662 0.907 -0.706 0.28 0.35 -0.63 0.086
C -0.550 -0.475 0.100 2.27 -0.72 -1.31 0.246
C -1.654 -1.494 -0.261 0.53 -0.12 0.43 -0.659
H -1.360 -2.510 0.001 -0.01 -0.06 0.01 0.219
H 2.503 1.287 0.451 -0.31 -0.40 0.15 0.215
H -2.638 -1.300 0.198 0.57 0.19 0.11 0.219
H 1.077 1.415 -1.569 0.08 0.22 0.00 0.191
H 1.026 1.708 1.354 -0.03 0.04 -0.34 0.210
H -1.362 0.921 -1.386 0.18 -0.33 0.59 0.222
H -1.815 -1.468 -1.360 0.33 0.14 0.55 0.224
H 0.873 -0.693 1.989 0.38 0.32 1.48 0.189
H 2.071 -1.073 0.697 -1.89 0.09 -0.16 0.218
H -1.235 1.760 0.195 0.11 -0.18 0.18 0.206
```
Forces are in eV/Å.

Computed properties:
Electronic energy = -309.68428 Ha
HOMO = -8.06 eV
E_LUMO = 1.0 eV

2.
Formula: C21H34AsFeIN5O5
Source: the OMol25 dataset
Level of theory: ωB97M-V/def2-TZVPD

```
68
Properties=species:S:1:pos:R:3:forces:R:3:mulliken_spin:R:1
I 6.328 0.603 2.728 0.04 0.04 0.10 0.001
As -0.990 1.807 -1.092 0.16 0.12 0.05 0.049
Fe 0.831 -0.192 -0.284 -0.03 -0.55 0.68 3.271
O -0.369 -0.851 -1.727 0.18 -0.28 -0.09 0.040
O 1.639 -3.742 -1.987 -0.06 0.21 -0.14 0.005
O -0.740 -2.595 -3.063 0.18 -0.05 0.15 0.012
O 2.385 0.062 -2.357 0.10 0.11 -0.20 0.030
O 1.527 -2.137 -0.430 -0.01 -0.09 -0.30 0.052
N -2.709 -1.101 2.659 0.00 -0.01 -0.04 -0.001
N 3.912 -0.199 -0.724 -0.14 0.02 -0.01 0.106
N -2.254 -3.179 1.489 -0.04 -0.01 0.03 0.000
N -0.816 -2.487 3.316 0.00 0.02 -0.01 0.000
N -0.759 -1.276 1.198 0.01 0.24 0.05 -0.003
C 1.383 0.938 1.319 0.00 0.18 -0.10 -0.234
C -1.875 -1.582 3.763 0.01 0.01 0.06 0.000
C -1.939 3.550 1.009 -0.03 -0.02 0.08 -0.001
C 4.739 -0.958 -1.554 0.07 -0.01 0.03 0.262
C -0.154 2.215 -2.824 -0.04 0.01 0.01 -0.001
C 5.984 -1.307 -1.151 -0.06 -0.01 -0.07 -0.126
C 0.020 -1.770 2.353 0.09 -0.01 0.03 0.019
C -3.282 -2.271 1.984 -0.05 -0.01 0.02 0.000
C -1.443 -3.615 2.624 0.01 -0.07 0.02 -0.001
C 6.500 -0.901 0.100 0.05 -0.01 0.04 0.447
C 1.167 -2.714 -1.535 -0.07 -0.37 0.45 0.003
C -1.392 -2.453 0.559 0.05 -0.05 -0.16 0.010
C -0.082 -2.034 -2.208 -0.13 0.30 -0.32 -0.002
C -1.842 -0.416 1.699 -0.05 0.01 0.00 0.013
C -2.803 1.252 -1.601 -0.02 -0.01 0.04 0.019
C -1.341 3.614 -0.390 -0.06 0.07 -0.15 0.025
C -3.512 2.051 -2.686 -0.02 -0.03 -0.07 0.001
C -0.503 3.535 -3.499 -0.01 0.04 -0.03 -0.001
C 4.398 0.237 0.500 0.12 -0.05 0.04 0.239
C 5.653 -0.106 0.891 -0.10 -0.03 -0.11 -0.147
C 2.594 0.055 -1.164 -0.20 0.24 -0.21 -0.252
H 6.575 -1.927 -1.812 0.02 0.00 0.01 -0.008
H -2.895 3.020 1.012 0.00 -0.01 -0.01 0.000
H 0.444 1.095 1.851 0.02 0.03 0.02 0.017
H -4.550 1.725 -2.792 0.01 -0.01 0.00 0.000
H -3.393 1.251 -0.680 0.02 0.02 -0.02 -0.001
H -3.526 3.122 -2.473 -0.01 0.00 0.03 0.001
H -0.380 4.135 -0.371 0.00 -0.01 0.01 0.001
H 2.082 0.412 1.971 -0.04 -0.01 0.05 0.004
H -1.971 -2.112 -0.299 0.01 -0.02 0.03 0.001
H 0.798 -2.428 1.965 0.01 0.01 0.01 -0.004
H -0.601 -3.118 0.214 -0.05 0.04 0.00 -0.001
H 0.919 2.156 -2.637 -0.01 -0.01 -0.01 0.003
H -0.266 4.390 -2.862 0.01 0.00 0.01 0.000
H -2.667 0.212 -1.903 -0.04 -0.01 -0.01 0.000
H -2.080 -4.155 3.330 0.01 0.01 -0.01 0.000
H 4.282 -1.267 -2.479 0.03 -0.01 0.00 0.038
H -1.417 -0.722 4.260 -0.01 -0.01 0.00 0.000
H -0.662 -4.288 2.265 -0.01 0.02 0.00 0.000
H -3.027 1.908 -3.652 0.00 0.01 0.02 0.000
H -2.443 -0.098 0.845 0.01 0.02 0.01 -0.005
H 1.791 1.917 1.064 0.05 -0.02 0.02 0.027
H 3.753 0.881 1.065 -0.01 0.01 0.03 0.049
H -3.893 -1.929 1.144 0.02 -0.01 0.01 0.000
H -1.559 3.607 -3.760 0.03 0.00 0.01 0.000
H -1.412 0.465 2.176 0.00 0.01 0.01 0.001
H -2.120 4.544 1.424 0.01 0.01 -0.02 0.000
H 0.486 -0.922 2.855 -0.04 -0.03 -0.01 0.002
H -2.510 -2.106 4.482 0.00 0.01 -0.01 0.000
H -3.922 -2.807 2.690 0.00 0.02 -0.01 0.000
H -0.381 1.351 -3.450 -0.01 0.01 -0.02 -0.004
H 7.483 -1.189 0.435 0.01 0.00 0.00 0.045
H 0.073 3.655 -4.420 0.00 -0.01 -0.01 0.000
H -1.274 3.021 1.695 0.01 0.00 0.00 0.000
H -1.992 4.171 -1.069 0.02 -0.01 0.03 0.000
```
Forces are in eV/Å.

Computed properties:
Charge = -1
Electronic energy = -5267.77056 Ha
<S²> = 6.24
HOMO (spin up / spin down) = -3.48 / -5.37 eV
Spin multiplicity = 5
E_LUMO (spin up / spin down) = 2.2 / 2.2 eV

3.
Formula: C22H36N2O5PPtS4SbSi
Source: the OMol25 dataset
Level of theory: ωB97M-V/def2-TZVPD

```
73
Properties=species:S:1:pos:R:3:forces:R:3:mulliken_spin:R:1
Pt 0.928 -1.302 -0.611 1.33 -0.29 0.15 0.630
Sb 0.393 -2.287 -4.234 -0.41 -0.07 0.00 -0.006
S 0.935 0.815 -1.449 -1.01 0.44 -0.97 0.028
S 1.372 -1.769 -6.171 0.18 0.00 -0.07 0.015
S 2.046 -1.667 -2.668 -0.15 0.05 0.24 0.118
S 2.056 -3.169 0.374 -0.06 -0.47 0.16 0.061
P -2.096 -2.149 -1.585 -1.30 0.74 -0.53 -0.031
Si 3.172 2.168 -0.535 -0.41 0.04 0.01 0.010
O -1.852 -0.730 -2.310 0.36 -0.46 0.27 0.032
O -0.722 -2.729 -1.475 1.65 -0.15 0.30 0.091
O -3.141 -2.938 -2.277 0.21 -0.15 0.37 0.017
O -2.538 -1.648 -0.111 -0.02 0.35 -0.35 0.017
O 1.396 -0.469 1.336 -0.76 0.13 -0.76 0.030
N 1.422 1.933 -0.281 0.53 -0.07 0.54 -0.002
N 2.373 -1.065 1.987 0.44 -0.24 0.43 -0.005
C -2.999 -2.523 0.924 -0.05 -0.04 0.17 0.000
C 2.824 -2.293 1.624 -0.22 0.01 0.13 -0.003
C -3.221 1.084 -1.534 -0.09 0.07 -0.18 0.004
C -1.973 -3.618 1.184 0.01 -0.07 0.08 0.002
C 4.148 0.617 -0.157 -0.17 0.03 0.09 0.009
C -4.021 -0.394 -3.397 -0.10 0.04 -0.07 0.000
C -0.615 1.654 1.053 0.06 -0.14 -0.08 0.042
C 3.919 -0.856 3.770 -0.01 -0.06 -0.07 -0.005
C -1.213 3.318 2.695 -0.06 0.03 0.05 -0.002
C -2.809 0.242 -2.738 -0.06 0.27 0.01 -0.001
C -2.045 1.098 -3.748 -0.14 0.14 0.03 0.002
C -4.349 -3.111 0.536 -0.05 -0.08 0.14 0.000
C -3.125 -1.619 2.146 -0.02 -0.13 -0.03 0.000
C 3.434 2.681 -2.317 -0.03 -0.06 0.19 -0.001
C 0.547 2.358 0.730 0.01 0.13 -0.30 -0.010
C 3.861 3.529 0.570 0.02 -0.14 -0.09 0.002
C 2.884 -0.364 3.030 -0.01 -0.17 -0.10 0.006
C 4.449 -2.107 3.420 -0.11 -0.04 -0.16 0.005
C -0.072 4.029 2.363 0.00 0.03 0.05 0.001
C 0.789 3.564 1.385 -0.02 0.12 0.17 -0.002
C 3.907 -2.802 2.368 0.11 0.05 0.19 -0.007
C -1.476 2.134 2.022 -0.03 -0.01 0.04 0.004
H -0.849 0.726 0.546 0.04 0.04 0.02 -0.039
H -0.977 -3.191 1.303 -0.01 0.02 0.03 -0.001
H 4.311 -0.273 4.589 0.01 0.00 0.02 0.000
H -3.843 -0.821 1.952 -0.02 0.04 -0.03 0.000
H 3.499 4.518 0.298 -0.01 0.10 -0.05 0.000
H -3.858 1.906 -1.865 -0.02 0.03 0.01 0.000
H -1.356 1.777 -3.247 0.05 -0.07 0.03 0.000
H 5.136 0.693 -0.605 0.17 0.03 -0.08 0.000
H -4.550 -1.062 -2.721 0.01 0.03 0.02 0.000
H -3.766 0.486 -0.808 -0.05 -0.07 0.05 0.000
H 0.147 4.970 2.852 0.00 0.04 0.03 0.000
H 4.943 3.529 0.446 0.18 0.00 -0.03 0.000
H -4.278 -3.640 -0.411 0.03 -0.02 0.00 0.000
H 4.389 3.189 -2.427 0.19 0.09 -0.02 0.000
H 4.287 -3.768 2.071 0.02 -0.02 0.01 -0.001
H -2.160 -1.173 2.379 0.09 0.04 0.01 0.000
H -1.894 3.687 3.449 -0.04 0.01 0.05 0.000
H -2.240 -4.157 2.096 0.00 -0.04 -0.01 0.000
H -4.690 0.408 -3.715 -0.05 0.00 -0.04 0.000
H 3.419 1.819 -2.978 -0.01 -0.11 -0.07 0.000
H -3.464 -2.191 3.012 -0.02 -0.02 0.01 0.000
H 5.280 -2.523 3.972 0.03 -0.02 0.02 0.001
H 1.644 4.158 1.114 -0.02 0.03 -0.02 -0.001
H -1.931 -4.325 0.357 -0.01 -0.03 -0.05 0.001
H -2.366 1.566 2.251 -0.09 -0.05 0.02 0.000
H 2.398 0.587 3.188 -0.01 0.03 -0.01 0.001
H 3.650 3.364 1.624 -0.02 -0.04 0.13 0.000
H 4.279 0.474 0.918 0.01 0.01 0.00 0.001
H -2.743 1.684 -4.348 -0.02 0.07 0.00 0.000
H -4.683 -3.799 1.315 -0.05 -0.02 0.05 0.000
H -3.727 -0.978 -4.269 0.02 -0.03 -0.03 0.000
H 2.647 3.360 -2.640 -0.09 0.09 -0.02 -0.001
H 3.661 -0.264 -0.574 0.03 -0.04 -0.03 -0.007
H -2.340 1.500 -1.050 0.07 0.03 0.00 -0.005
H -5.091 -2.320 0.429 -0.03 0.07 0.00 0.000
H -1.468 0.465 -4.420 -0.02 -0.07 -0.07 0.000
```
Forces are in eV/Å.

Computed properties:
Charge = -1
Electronic energy = -3929.05306 Ha
<S²> = 0.76
HOMO (spin up / spin down) = -4.76 / -4.68 eV
Spin multiplicity = 2
E_LUMO (spin up / spin down) = 1.8 / 1.2 eV

4.
Formula: C22H39Cl3N3NdO3Si
Source: the OMol25 dataset
Level of theory: ωB97M-V/def2-TZVPD

```
72
Properties=species:S:1:pos:R:3:forces:R:3:mulliken_spin:R:1
Nd 1.857 1.462 1.925 1.07 0.92 0.97 3.021
Cl 2.029 0.948 -0.440 -0.77 0.11 -1.70 -0.007
Cl 3.953 3.098 1.556 -0.14 -0.24 0.23 -0.007
Cl -0.812 1.222 2.165 -0.15 -0.09 0.06 -0.003
Si -1.640 1.213 -2.892 2.73 0.73 2.04 0.000
O 3.534 -0.615 1.539 -0.48 -0.89 -0.42 -0.001
O 1.187 3.694 2.769 -1.29 0.80 0.12 -0.003
O -1.019 -0.072 -2.062 -0.16 -2.38 -0.02 0.000
N 1.823 0.376 4.243 -1.54 -1.29 1.04 0.003
N 3.438 -2.107 -0.268 -0.12 -0.16 0.90 0.000
N 0.032 5.598 3.267 -0.03 0.14 0.08 0.000
C -2.762 1.836 -1.546 -0.89 0.69 -0.16 0.000
C -2.375 -1.742 0.692 -0.18 -0.24 -0.62 0.000
C -1.377 -1.717 -0.276 0.59 0.19 -0.01 -0.001
C 3.354 -1.732 1.030 0.15 0.45 0.02 0.000
C 0.122 4.361 2.784 1.18 -1.00 -0.07 0.000
C -1.374 -2.404 -2.736 -0.09 -0.49 0.90 0.000
C 1.185 6.302 3.807 -0.04 -0.02 -0.03 0.000
C -2.193 -2.433 1.875 0.37 -0.52 0.33 0.000
C -0.985 -3.102 2.117 -0.33 0.55 0.28 0.000
C 3.271 -3.534 -0.539 -0.33 0.00 0.00 0.000
C -1.240 6.296 3.284 -0.14 -0.32 -0.18 0.000
C -1.927 1.036 -4.677 -0.15 0.24 -0.86 0.000
C -0.816 -3.599 -2.471 -0.35 0.54 0.56 0.000
C -0.103 -2.214 0.062 -0.60 -0.22 -0.34 0.000
C 0.947 -0.233 4.706 1.81 1.19 -0.79 -0.001
C 0.069 -2.969 1.217 0.25 0.10 -0.02 0.001
C -0.107 -0.987 5.332 -0.68 -0.41 0.21 -0.001
C -1.704 -1.291 -1.704 0.53 0.09 -0.06 0.000
C 3.652 -1.265 -1.440 0.19 -0.25 -0.31 0.000
C -1.778 -2.086 -4.134 0.09 -0.12 -0.63 0.000
C -0.516 -4.652 -3.484 0.39 -0.69 -0.27 0.000
C -0.034 2.262 -2.743 -0.49 0.03 -0.13 -0.001
H 3.451 -4.097 0.385 -0.02 0.04 -0.37 0.000
H -2.043 2.306 -0.861 -0.17 -0.13 -0.13 0.000
H 3.995 -3.835 -1.302 -0.11 -0.05 0.17 0.000
H -2.875 0.633 -4.993 -0.37 -0.02 -0.23 0.000
H -0.858 -3.655 3.046 -0.04 -0.13 -0.25 0.000
H -0.100 3.271 -3.178 0.08 -0.23 0.02 0.000
H -2.805 -1.129 -1.734 0.40 -0.04 -0.10 0.000
H -3.290 1.073 -0.948 0.10 0.23 -0.50 0.000
H -1.988 -2.993 -4.717 0.04 0.20 0.21 0.000
H 0.834 1.727 -3.174 -0.46 0.25 0.03 0.000
H -2.677 -1.460 -4.172 0.32 -0.03 -0.02 0.000
H 2.250 -3.771 -0.899 0.43 0.14 0.03 0.000
H 2.036 5.639 3.748 0.24 -0.07 0.00 0.000
H -3.346 -1.302 0.465 0.17 -0.08 0.06 0.000
H 0.695 -2.145 -0.671 -0.08 0.13 0.14 0.000
H 3.092 -2.609 1.670 0.24 0.48 -0.18 0.000
H 0.205 -4.305 -4.229 -0.13 0.02 -0.12 0.000
H -1.127 0.472 -5.180 -0.21 0.22 0.40 0.000
H 1.015 -3.512 1.363 -0.47 0.38 0.13 0.000
H -0.044 -5.502 -2.985 0.04 0.05 -0.02 0.000
H -1.824 2.076 -5.011 -0.24 -0.09 -0.27 0.000
H -0.797 3.899 2.386 0.09 0.31 0.16 0.000
H -1.193 7.207 2.673 -0.03 -0.20 0.13 0.000
H 4.396 -1.776 -2.067 -0.01 0.27 0.15 0.000
H 1.007 6.589 4.847 -0.06 -0.09 -0.06 0.000
H -3.460 2.615 -1.878 -0.09 -0.13 0.27 0.000
H -1.977 5.601 2.868 -0.07 0.40 0.10 0.000
H 1.388 7.210 3.233 -0.07 -0.12 -0.03 0.000
H 3.963 -0.255 -1.169 0.10 -0.44 0.03 0.000
H -3.032 -2.535 2.559 0.26 0.11 0.04 0.000
H -0.177 -1.987 4.881 0.10 0.32 0.11 0.000
H 0.195 2.361 -1.671 -0.15 0.01 -0.42 0.001
H 2.722 -1.190 -2.025 0.23 0.01 0.24 0.000
H -1.525 6.560 4.311 0.07 -0.05 -0.21 0.000
H -0.935 -1.585 -4.633 -0.43 0.05 -0.01 0.000
H -0.509 -3.896 -1.462 -0.36 0.43 -0.34 0.000
H -1.372 -5.090 -4.013 -0.04 0.41 0.06 0.000
H 0.086 -1.081 6.409 -0.02 0.05 -0.32 0.000
H -1.069 -0.480 5.169 0.32 -0.06 0.00 0.000
```
Forces are in eV/Å.

Computed properties:
Electronic energy = -3483.40699 Ha
<S²> = 3.75
HOMO (spin up / spin down) = -8.39 / -8.40 eV
Spin multiplicity = 4
E_LUMO (spin up / spin down) = 0.4 / 0.4 eV

5.
Formula: CH3Cl2O2P
Source: the OMol25 dataset
Level of theory: ωB97M-V/def2-TZVPD

```
9
Properties=species:S:1:pos:R:3:forces:R:3:nbo_charge:R:1
Cl -2.751 1.518 0.355 0.02 0.91 0.32 -0.339
Cl -4.512 -0.990 0.151 -0.91 -0.34 0.04 -0.279
P -2.576 -0.497 0.077 0.20 -0.51 -0.20 1.081
O 0.355 -0.099 -0.511 0.16 1.89 -0.37 -0.553
O -2.420 -0.501 -1.544 -1.06 -0.34 0.80 -0.970
C 0.504 0.701 0.405 -0.42 -1.71 -1.55 0.283
H 0.507 0.165 1.309 0.28 0.21 2.32 0.129
H 0.576 1.802 0.370 0.03 -0.30 -0.46 0.144
H -1.500 -0.311 -1.623 1.70 0.20 -0.90 0.503
```
Forces are in eV/Å.

Computed properties:
SMILES = OP(Cl)Cl.C=O
Electronic energy = -1452.15379 Ha
HOMO = -9.87 eV
E_LUMO = 0.1 eV

6.
Formula: C3H6O3
Source: the OMol25 dataset
Level of theory: ωB97M-V/def2-TZVPD

```
12
Properties=species:S:1:pos:R:3:forces:R:3:nbo_charge:R:1
O -0.384 -2.136 0.200 2.11 1.55 2.51 -0.682
O 0.329 1.519 -2.254 -0.26 -1.05 0.07 -0.562
O 0.674 -0.502 -1.332 0.48 -1.01 -0.67 -0.611
C 0.812 -1.696 -0.337 -1.96 1.15 -2.79 0.254
C -0.014 0.672 -1.473 0.16 0.71 2.56 0.819
C -1.161 0.843 -0.441 -0.39 -1.13 -3.88 -0.742
H 1.179 -2.486 -0.971 0.47 0.11 -0.57 0.164
H -1.165 -0.002 0.162 -0.75 -1.93 0.59 0.223
H -1.172 1.574 0.266 0.88 2.97 1.37 0.235
H 1.584 -1.302 0.245 0.45 0.12 1.98 0.188
H -2.064 1.019 -1.074 0.36 -0.55 0.74 0.235
H -0.892 -2.397 -0.522 -1.56 -0.95 -1.90 0.478
```
Forces are in eV/Å.

Computed properties:
SMILES = CC(=O)OCO
Electronic energy = -343.57787 Ha
HOMO = -10.20 eV
E_LUMO = 0.6 eV

Sequential relative energy (zero: lowest compared OMol25 entry of this formula, charge and spin) output: 99.20, 49.80, 1.05, 13.71, 29.95, 48.12 kcal/mol